No. 1
A structure of composition C26H39CsN4O2PS2, computed with ωB97M-V with the def2-TZVPD basis set.

Each line ends with the Mulliken charge.
Positions of all 75 atoms, in Å:
Cs 0.5204 -0.5820 1.2695  1.19
S 2.8384 -1.7833 3.0427  -0.51
C 3.5872 -1.1059 1.7272  0.27
N 3.1690 -0.0825 1.0424  -0.55
C 3.9997 0.2477 0.0215  -0.29
C 3.8291 1.3132 -0.8615  -0.44
C 4.7821 1.5387 -1.8367  -0.54
C 5.8962 0.7174 -1.9640  -0.45
C 6.0853 -0.3515 -1.1049  -0.52
C 5.1436 -0.5734 -0.1207  0.72
S 5.1414 -1.7919 1.1186  -0.31
H 2.9619 1.9531 -0.7454  0.42
H 4.6634 2.3799 -2.5060  0.36
H 6.6217 0.9231 -2.7379  0.35
H 6.9497 -0.9948 -1.1901  0.37
C -3.6652 -1.3831 -3.8586  -1.87
C -2.7197 -0.7222 -2.8582  2.06
C -1.4857 -0.2210 -3.6111  -1.98
C -3.3924 0.5143 -2.2536  -1.81
P -1.9871 -1.7109 -1.3251  0.86
N -1.4587 -0.8070 -0.2473  -0.98
C -0.6882 -2.9600 -2.1150  2.00
C -0.4652 -4.0262 -1.0409  -1.94
C 0.6318 -2.1936 -2.2511  -1.74
C -1.0118 -3.6744 -3.4256  -1.84
C -3.4558 -2.8538 -0.6997  1.98
C -3.9853 -4.0166 -1.5340  -1.83
C -4.5945 -1.8577 -0.4780  -1.93
C -3.0446 -3.3697 0.6844  -1.84
H -3.8591 -0.6857 -4.6778  0.50
H -4.6246 -1.6275 -3.4094  0.28
H -3.2402 -2.2874 -4.2831  0.22
H -1.7435 0.6216 -4.2570  0.64
H -1.0578 -0.9916 -4.2457  0.23
H -0.7390 0.1109 -2.8919  0.34
H -3.3487 1.3586 -2.9443  0.49
H -2.8613 0.7826 -1.3403  0.36
H -4.4383 0.3423 -2.0123  0.32
H -0.3824 -3.5541 -0.0625  0.32
H 0.4556 -4.5829 -1.2386  0.59
H -1.2795 -4.7450 -1.0188  0.25
H 0.7050 -1.4566 -1.4486  0.04
H 0.7152 -1.6718 -3.2012  0.28
H 1.4843 -2.8748 -2.1751  0.48
H -1.9803 -4.1629 -3.3826  0.24
H -0.2545 -4.4400 -3.6137  0.48
H -1.0046 -2.9958 -4.2744  0.29
H -4.2638 -3.7005 -2.5344  0.23
H -4.8767 -4.4205 -1.0469  0.50
H -3.2640 -4.8258 -1.6135  0.27
H -5.0951 -1.6102 -1.4098  0.23
H -4.1878 -0.9492 -0.0383  0.43
H -5.3478 -2.2680 0.1984  0.61
H -2.5431 -4.3331 0.6363  0.32
H -3.9201 -3.4883 1.3258  0.51
H -2.3770 -2.6440 1.1496  0.26
O 0.2280 6.1185 2.0431  -0.53
C 0.2735 6.4322 3.4179  -0.59
N 1.6109 6.7281 3.8289  -0.10
C 2.5233 5.9476 4.4859  0.24
O 3.5676 6.4398 4.8741  -0.65
C 2.1698 4.5327 4.7418  0.38
C 2.5330 3.9493 5.9604  -0.31
C 2.1896 2.6329 6.2003  -0.53
C 1.4726 1.9459 5.2263  -0.27
N 1.1834 2.4690 4.0425  -0.40
C 1.5545 3.7098 3.7958  -0.40
H -0.4007 5.4116 1.8789  0.34
H -0.1122 5.6075 4.0290  0.48
H -0.3421 7.3316 3.5918  0.28
H 1.9722 7.6353 3.5641  0.24
H 3.0719 4.5394 6.6865  0.46
H 2.4621 2.1464 7.1231  0.40
H 1.1294 0.9342 5.3912  0.35
H 1.3759 4.0620 2.7878  0.63

Forces on the atoms, in the same order (eV/Å):
Cs -0.334 0.446 1.218
S 0.097 -0.898 1.360
C 0.774 -0.169 -0.110
N 0.536 0.603 -0.047
C 0.877 -0.100 -0.603
C -0.095 -0.068 0.226
C -0.085 0.174 -0.097
C 0.130 0.057 -0.163
C -0.007 0.059 -0.039
C -0.001 -0.087 0.137
S -0.460 0.326 -0.084
H 0.037 0.017 -0.069
H -0.015 0.022 -0.075
H 0.070 -0.003 -0.063
H 0.076 -0.014 -0.045
C 0.125 -0.049 0.249
C 0.161 0.002 0.270
C 0.007 -0.012 0.086
C 0.022 0.029 0.102
P -1.191 -1.561 -2.019
N -0.790 0.406 -0.299
C -0.075 0.312 0.340
C -0.006 0.053 0.019
C 0.046 0.041 0.062
C -0.117 0.233 0.142
C 0.230 0.281 0.093
C 0.217 0.181 -0.019
C 0.032 0.069 0.000
C 0.089 0.056 0.026
H -0.022 0.061 -0.107
H -0.101 -0.072 0.008
H 0.028 -0.161 -0.117
H -0.092 0.072 -0.037
H 0.116 -0.054 -0.029
H 0.141 0.125 -0.063
H -0.006 0.045 -0.157
H 0.004 0.124 0.084
H -0.083 -0.024 0.041
H 0.069 -0.121 0.128
H 0.039 0.032 -0.034
H -0.066 -0.057 0.093
H 0.104 -0.006 -0.133
H 0.000 0.075 -0.015
H 0.006 -0.043 -0.008
H -0.137 -0.130 -0.061
H 0.066 -0.076 -0.017
H -0.040 0.029 -0.103
H -0.078 -0.014 -0.185
H -0.105 -0.065 0.024
H 0.060 -0.105 -0.054
H -0.061 0.087 -0.077
H -0.115 0.127 0.109
H -0.039 -0.116 0.058
H 0.069 -0.048 0.004
H -0.128 -0.039 0.022
H 0.012 0.035 0.128
O 0.085 -0.011 -0.298
C -0.259 0.039 0.336
N -0.095 0.287 -0.265
C 0.073 0.450 -0.038
O 0.066 -0.167 0.036
C 0.065 -0.723 0.242
C -0.159 0.168 -0.377
C -0.102 0.033 -0.094
C 0.129 0.084 0.104
N -0.175 -0.533 -0.149
C 0.163 0.514 0.115
H -0.083 -0.058 0.035
H 0.037 0.228 -0.102
H 0.188 -0.286 0.019
H 0.010 -0.124 0.169
H 0.049 0.053 0.054
H -0.007 -0.057 0.097
H 0.063 -0.120 0.031
H -0.040 0.139 -0.013

The energy relative to the best compared isomer or geometry (same formula, charge and spin) is 0.745 eV. Its HOMO-LUMO gap is 0.221 Ha. The net charge is -1. Its spin multiplicity is 1. As for the HOMO energy: -4.0812 eV.



No. 2
A cluster of 5 separate species, C31H37FN5O9S2 in total, computed with ωB97M-V with the def2-TZVPD basis set.

Each line ends with the Mulliken charge.
Positions of all 85 atoms, in Å:
C -1.6673 -3.3035 4.0471  -1.42
C -0.6925 -3.0011 2.9250  0.27
O -1.1091 -1.8422 2.1279  -0.39
N -1.6185 -2.1399 0.8466  0.23
S -2.2924 -0.5778 0.2579  -0.02
C -2.7947 -3.1202 0.8954  -0.96
C -2.5183 -4.6252 0.7671  -0.16
C -2.9549 -5.2127 -0.5723  -0.77
S -2.9350 -7.0344 -0.5812  -0.21
C -0.4662 -2.5825 -0.0608  1.62
C 0.6705 -1.5949 -0.0980  -1.21
F -1.0837 -2.7452 -1.2642  -0.40
H -2.1403 -2.3848 4.4014  0.32
H -2.4565 -4.0010 3.7545  0.26
H -1.1215 -3.7547 4.8780  0.43
H -0.5270 -3.8493 2.2675  -0.16
H 0.2926 -2.7192 3.2967  0.53
H -1.5840 0.1264 1.1513  0.22
H -3.4750 -2.7985 0.1037  0.58
H -3.2657 -2.8692 1.8456  0.43
H -3.0905 -5.1146 1.5630  0.50
H -1.4742 -4.8842 0.9555  0.08
H -2.3269 -4.8553 -1.3886  0.32
H -3.9915 -4.9252 -0.7690  0.40
H -1.9914 -7.1722 0.3581  0.13
H -0.1632 -3.5702 0.2843  -0.50
H 0.7460 -1.1601 -1.0963  0.37
H 1.6031 -2.1167 0.1260  0.22
H 0.5612 -0.8074 0.6462  0.23
C 6.0487 -4.9604 -0.4623  -0.44
C 5.1357 -5.9188 -0.8869  -0.50
C 3.8446 -5.9164 -0.3888  -0.42
C 3.5048 -4.9405 0.5342  0.26
C 4.3937 -3.9754 0.9762  -0.27
C 5.6798 -3.9928 0.4629  -0.68
N 2.1370 -4.9271 1.0592  1.07
O 1.3471 -5.7599 0.6579  -0.65
O 1.8338 -4.0593 1.8671  -0.53
H 7.0557 -4.9680 -0.8574  0.40
H 5.4293 -6.6706 -1.6062  0.39
H 3.1172 -6.6510 -0.6994  0.47
H 4.0891 -3.2304 1.6959  0.52
H 6.3902 -3.2456 0.7871  0.41
C 1.9752 4.4680 0.8151  -0.25
C 1.9748 3.9324 2.0971  -0.70
C 2.5692 2.7046 2.3414  -0.40
C 3.1519 2.0365 1.2788  0.03
C 3.1726 2.5485 -0.0070  -0.53
C 2.5733 3.7775 -0.2318  -0.24
N 3.7698 0.7231 1.5263  1.11
O 3.7084 0.2667 2.6519  -0.62
O 4.2875 0.1506 0.5856  -0.63
H 1.5165 5.4296 0.6260  0.42
H 1.5168 4.4762 2.9120  0.40
H 2.5884 2.2703 3.3297  0.50
H 3.6488 1.9954 -0.8026  0.48
H 2.5731 4.1988 -1.2283  0.41
C -5.3741 1.1550 -0.6904  -0.56
C -6.1474 0.1002 -1.1575  -0.55
C -7.4830 0.0069 -0.7991  -0.39
C -8.0087 0.9843 0.0246  0.12
C -7.2623 2.0463 0.4974  -0.35
C -5.9269 2.1270 0.1321  -0.58
N -9.4337 0.8881 0.4156  1.01
O -10.0592 -0.0677 0.0066  -0.60
O -9.8789 1.7696 1.1189  -0.59
H -4.3367 1.2333 -0.9924  0.70
H -5.7168 -0.6469 -1.8118  0.45
H -8.1127 -0.7976 -1.1483  0.46
H -7.7232 2.7864 1.1342  0.47
H -5.3243 2.9509 0.4897  0.40
C 4.3072 8.4181 -4.9073  -0.44
C 3.0959 7.7712 -5.1163  -0.43
C 2.3235 7.3743 -4.0368  -0.38
C 2.7936 7.6400 -2.7633  0.21
C 3.9947 8.2840 -2.5268  -0.37
C 4.7553 8.6728 -3.6177  -0.44
N 1.9780 7.2250 -1.6089  1.01
O 0.9383 6.6306 -1.8278  -0.59
O 2.3919 7.4879 -0.4966  -0.59
H 4.9037 8.7288 -5.7546  0.39
H 2.7483 7.5784 -6.1218  0.38
H 1.3762 6.8745 -4.1710  0.45
H 4.3175 8.4738 -1.5143  0.45
H 5.6976 9.1786 -3.4586  0.38

Forces on the atoms, in the same order (eV/Å):
C -0.121 0.054 -0.070
C 0.128 -0.258 0.150
O -0.142 -0.022 -0.106
N 0.179 0.057 0.101
S -0.044 -0.114 0.140
C -0.197 -0.002 -0.033
C -0.002 -0.117 0.136
C 0.022 -0.018 -0.054
S -0.080 0.092 0.131
C -0.136 -0.167 0.170
C 0.287 -0.049 -0.090
F 0.043 0.056 -0.275
H 0.132 -0.054 0.054
H 0.080 0.079 -0.032
H -0.065 0.039 -0.057
H 0.027 0.080 0.193
H -0.169 0.121 0.007
H 0.037 0.044 -0.005
H 0.124 -0.044 0.026
H 0.026 0.026 -0.108
H 0.071 0.043 -0.093
H -0.116 -0.038 -0.037
H -0.096 0.093 0.077
H 0.107 -0.018 -0.082
H 0.104 -0.035 -0.041
H -0.003 0.099 0.074
H -0.099 0.016 0.138
H -0.079 0.083 -0.046
H -0.021 -0.015 -0.079
C -0.019 -0.007 -0.005
C 0.007 0.006 0.002
C 0.038 -0.024 -0.009
C -0.067 -0.060 0.045
C 0.045 0.050 -0.011
C -0.003 0.016 -0.001
N 0.047 0.073 0.055
O -0.104 0.027 -0.073
O 0.139 -0.047 -0.150
H 0.000 -0.001 0.003
H 0.006 0.004 0.001
H -0.014 0.009 0.009
H -0.022 0.002 0.007
H 0.010 0.000 -0.001
C -0.040 0.013 -0.005
C 0.014 -0.001 -0.012
C -0.043 0.028 0.010
C 0.045 -0.024 0.023
C -0.021 0.035 -0.029
C -0.004 -0.004 0.006
N -0.050 -0.107 0.012
O -0.014 0.008 -0.035
O -0.020 -0.018 -0.013
H 0.013 -0.009 0.008
H 0.005 0.008 -0.001
H 0.019 -0.016 -0.007
H 0.013 -0.014 0.017
H -0.010 0.006 0.000
C -0.001 0.031 -0.039
C 0.012 -0.006 0.019
C 0.044 -0.029 -0.007
C -0.060 -0.009 0.013
C 0.052 0.017 0.024
C -0.012 -0.038 0.020
N 0.021 0.012 -0.022
O 0.005 0.033 0.029
O -0.001 -0.042 -0.015
H -0.008 0.034 -0.028
H 0.000 0.014 -0.015
H -0.020 0.010 0.009
H -0.022 -0.010 -0.004
H 0.000 0.010 -0.021
C -0.014 -0.005 0.018
C 0.004 0.004 0.003
C 0.010 -0.002 -0.046
C -0.045 0.020 0.037
C 0.040 0.015 -0.018
C -0.004 -0.001 -0.005
N 0.028 0.009 0.000
O 0.042 -0.039 0.018
O -0.019 -0.008 -0.026
H 0.003 -0.003 -0.001
H 0.004 0.003 -0.002
H -0.004 0.003 0.021
H -0.018 -0.007 0.007
H 0.000 0.001 -0.005

Its HOMO-LUMO gap is 0.305 Ha. The net charge is +1. Its spin multiplicity is 1. As for the HOMO energy: -11.5986 eV.



No. 3
A cluster of 4 separate species, C16H34NO11 in total, computed with ωB97M-V with the def2-TZVPD basis set.

Each line ends with the Mulliken charge.
Positions of all 62 atoms, in Å:
C 4.3220 -3.4388 -0.4388  -0.99
C 4.0292 -2.0661 -1.0335  0.63
O 4.3433 -1.8419 -2.1138  -0.43
O 3.4547 -1.0586 -0.3135  -0.32
C 2.4705 -1.4451 0.6234  -0.66
C 1.1066 -1.6985 0.0001  -0.70
N 1.0368 -2.9020 -0.8987  -0.11
H 4.5975 -3.3432 0.6081  0.38
H 3.5261 -4.1579 -0.5986  0.27
H 5.1701 -3.8165 -0.9867  0.33
H 2.3253 -0.6007 1.2860  0.44
H 2.7483 -2.2821 1.2671  0.38
H 0.6864 -0.8238 -0.4759  0.47
H 0.4313 -1.9167 0.8234  0.34
H 1.4551 -2.7343 -1.8170  0.37
H 1.4546 -3.6995 -0.4189  0.34
H 0.0541 -3.1534 -1.0503  0.28
C -2.5892 1.4792 3.9508  -1.20
C -3.5581 1.1753 2.8273  0.18
O -3.5457 2.2005 1.8231  -0.39
C -2.5446 2.0662 0.9628  0.78
O -1.7586 1.1469 0.9738  -0.54
O -2.5751 3.0767 0.0983  -0.35
C -1.5128 3.0842 -0.8588  -0.61
H -2.7853 2.4683 4.3656  0.31
H -2.6791 0.7376 4.7444  0.39
H -1.5599 1.4773 3.5920  0.29
H -4.5709 1.1417 3.2247  0.38
H -3.3540 0.2080 2.3681  -0.03
H -1.4489 2.1300 -1.3796  0.24
H -0.5673 3.3165 -0.3699  0.30
H -1.7390 3.8646 -1.5791  0.27
C 4.2109 2.4468 -1.8219  -1.05
C 2.9176 2.8456 -2.5016  -0.21
O 2.2409 3.8835 -1.7815  -0.28
C 2.7142 5.1203 -1.9791  0.72
O 3.6239 5.4206 -2.7047  -0.55
O 2.0022 5.9571 -1.2242  -0.32
C 2.4388 7.3195 -1.2827  -0.66
H 4.0289 2.1907 -0.7764  0.24
H 4.6575 1.5886 -2.3248  0.33
H 4.9305 3.2647 -1.8337  0.37
H 2.2315 1.9983 -2.5169  0.25
H 3.0859 3.1463 -3.5354  0.34
H 2.4986 7.6675 -2.3113  0.31
H 3.4041 7.4238 -0.7900  0.30
H 1.7012 7.9128 -0.7498  0.22
C -4.6228 -2.8600 -1.2956  -1.22
C -4.5163 -2.3204 0.1156  0.00
O -4.4350 -3.3846 1.0741  -0.35
C -3.2375 -3.9456 1.2093  0.81
O -2.2244 -3.6277 0.6223  -0.58
O -3.3416 -4.9248 2.1023  -0.32
C -2.1454 -5.6758 2.3174  -0.62
H -5.4516 -3.5639 -1.3730  0.33
H -4.7804 -2.0477 -2.0050  0.39
H -3.7166 -3.3957 -1.5801  0.27
H -5.4133 -1.7537 0.3579  0.38
H -3.6660 -1.6462 0.2268  0.14
H -1.3094 -5.0213 2.5569  0.25
H -1.9187 -6.2784 1.4387  0.28
H -2.3307 -6.3343 3.1606  0.24

Forces on the atoms, in the same order (eV/Å):
C 0.070 0.736 0.636
C -0.549 -1.331 3.119
O 1.260 1.174 -4.803
O -0.484 -0.534 0.636
C -0.374 0.212 0.039
C -0.215 0.145 1.013
N -0.554 0.262 0.035
H -0.169 -0.333 0.159
H -0.220 -0.081 0.200
H 0.238 -0.042 -0.167
H 0.003 0.206 0.126
H 0.291 -0.136 -0.182
H 0.118 0.055 -0.562
H -0.171 -0.107 0.082
H 0.250 -0.173 0.104
H 0.218 -0.061 -0.286
H -0.104 0.072 0.024
C 0.235 0.183 -0.160
C -0.291 -0.339 0.646
O 0.027 -0.036 -0.026
C -0.178 0.091 -0.077
O 0.395 0.031 -0.405
O 0.012 -0.217 0.138
C 0.212 0.101 -0.176
H -0.103 -0.057 0.060
H -0.056 0.005 -0.009
H -0.007 -0.082 -0.014
H -0.084 0.219 -0.195
H 0.066 0.085 -0.033
H 0.008 -0.037 0.094
H 0.013 -0.089 -0.023
H -0.128 0.045 0.117
C 0.099 0.181 0.146
C 0.284 -0.356 -0.148
O -0.182 -0.001 -0.021
C 0.033 0.069 0.086
O -0.059 -0.053 0.018
O -0.034 -0.098 -0.054
C 0.001 0.298 0.045
H -0.048 -0.107 -0.041
H -0.042 -0.016 0.001
H -0.027 0.008 -0.108
H -0.150 0.127 0.105
H 0.025 0.165 0.062
H 0.093 -0.084 -0.012
H 0.044 -0.019 -0.111
H -0.076 -0.171 0.048
C 0.126 -0.237 0.010
C -0.129 0.441 -0.527
O 0.428 -0.062 0.125
C -0.532 -0.074 0.120
O 0.280 0.039 -0.078
O 0.175 0.142 -0.105
C 0.124 -0.197 0.108
H -0.074 0.103 -0.004
H -0.033 0.012 0.040
H 0.033 0.062 -0.002
H -0.028 -0.187 0.237
H 0.078 -0.122 0.059
H -0.016 0.045 -0.066
H 0.047 0.063 -0.028
H -0.164 0.063 -0.019

Its HOMO-LUMO gap is 0.336 Ha. The net charge is +1. Its spin multiplicity is 1. As for the HOMO energy: -12.5978 eV.



We obtain F_max values of 0.055, 0.006, 0.099 hartree/bohr for the records listed above, in that order.
We obtain E_LUMO values of 1.9, -3.3, -3.5 eV for the records listed above, in that order.